# 1
DFT (ωB97M-V/def2-TZVPD) results for a structure of composition C26H19BF2O2PS3Se2Zn.

Last column: Mulliken charge in e.
Atoms and positions in Å:
Zn1 0.378072 -0.031862 -0.046664  0.946
Se1 -0.832600 0.581516 3.307662  -0.351
P1 -1.486250 -1.311025 2.564335  0.464
Se2 -1.597925 -1.624022 0.407225  -0.550
C1 -0.501966 -2.640946 3.332890  0.259
C2 0.117888 -3.622232 2.572666  -0.265
C3 0.946397 -4.559062 3.181085  -0.610
C4 1.156524 -4.518894 4.549221  -0.411
C5 0.538431 -3.536467 5.315920  -0.683
C6 -0.275505 -2.595345 4.709939  -0.426
C7 -3.188553 -1.614040 3.162428  0.691
C8 -4.190900 -0.743707 2.731848  -0.599
C9 -5.491279 -0.902869 3.175439  -0.643
C10 -5.809869 -1.931568 4.057447  -0.428
C11 -4.820915 -2.800294 4.485473  -0.665
C12 -3.512201 -2.643815 4.037126  -0.318
H1 -0.044956 -3.643264 1.503147  0.298
H2 1.437015 -5.312206 2.577635  0.373
H3 1.812443 -5.240856 5.020060  0.370
H4 0.707737 -3.493245 6.384710  0.369
H5 -0.723494 -1.801714 5.295657  0.402
H6 -3.938101 0.058356 2.049228  0.332
H7 -6.261692 -0.221275 2.836816  0.378
H8 -6.828576 -2.054283 4.404140  0.353
H9 -5.062437 -3.603537 5.170672  0.377
H10 -2.747100 -3.332773 4.366997  0.303
F1 2.382658 -1.147130 2.000318  -0.201
B1 1.968293 -0.095013 1.279368  0.476
F2 2.746270 0.993261 1.474038  -0.176
O1 0.262014 0.455528 -1.928080  -1.142
C13 1.236850 1.204746 -2.539015  3.251
C14 2.630479 0.639974 -2.254042  -0.489
C15 2.930697 -0.686709 -2.181546  -0.414
C16 4.312171 -0.934373 -1.948283  -0.821
C17 5.036431 0.215396 -1.860577  -0.501
S1 4.043111 1.592644 -2.050120  -0.065
C18 1.137853 2.656426 -2.074171  -0.028
C19 1.507797 3.150294 -0.857035  -0.788
C20 1.039465 4.474223 -0.628657  -0.827
C21 0.306103 4.950260 -1.674276  -0.515
S2 0.198388 3.806081 -2.937061  -0.099
C22 1.011589 1.105912 -4.045445  -0.831
C23 1.675610 1.687511 -5.083476  -0.411
C24 1.180418 1.271663 -6.351781  -0.716
C25 0.155547 0.380764 -6.233899  -0.474
S3 -0.214502 0.047455 -4.598063  -0.124
H11 2.176565 -1.454039 -2.289821  0.545
H12 4.738316 -1.922181 -1.841979  0.383
H13 6.091953 0.330489 -1.673970  0.459
H14 2.094910 2.585818 -0.142957  0.524
H15 1.229500 5.031815 0.277760  0.396
H16 -0.176310 5.910140 -1.768510  0.415
H17 2.482542 2.394879 -4.944770  0.487
H18 1.576834 1.611790 -7.298746  0.382
H19 -0.400501 -0.091764 -7.028176  0.440
O2 -2.229221 2.092140 -0.306522  -0.280
C26 -1.222319 1.718232 0.026290  0.180

Forces on atoms 1 to 2 (eV/Å):
Zn 0.0 -0.2 -0.1
Se -0.1 -0.1 -0.1

Computed properties:
total charge = -1
orbital gap = 7.41 eV

=====

# 2
DFT (ωB97M-V/def2-TZVPD) results for a structure of composition C18H45BeN5O2Si4.

Last column: Mulliken charge in e.
Atoms and positions in Å:
Be1 0.049689 -1.450562 0.373088  0.898
N1 1.956595 -1.468599 0.419449  -0.186
C1 2.308157 -2.098392 1.707652  -0.636
C2 1.408121 -1.490288 2.787766  -0.504
N2 0.077159 -1.215158 2.205266  0.858
C3 -1.097619 -1.827547 2.856312  -0.646
C4 -2.195837 -2.076235 1.796258  -0.784
N3 -1.857797 -1.348542 0.554825  0.064
H1 2.351556 -1.978220 -0.364111  0.393
H2 2.314389 -0.520481 0.366124  -0.471
H3 3.358649 -1.961614 1.969708  0.512
H4 2.105671 -3.164605 1.633231  0.245
H5 1.836961 -0.555450 3.155566  0.281
H6 1.326158 -2.178449 3.627312  0.415
H7 -0.051983 -0.205537 2.199725  -0.901
H8 -1.466010 -1.183230 3.657822  0.492
H9 -0.796802 -2.781576 3.282048  0.479
H10 -3.175131 -1.790680 2.183122  0.488
H11 -2.226973 -3.138163 1.562082  0.332
H12 -2.130559 -0.371450 0.611028  -0.464
H13 -2.343878 -1.733879 -0.247525  0.384
C5 -0.234316 2.181359 3.223174  -1.246
Si1 -0.944032 2.511613 1.483974  0.429
C6 -2.795525 2.134341 1.679964  -1.214
C7 -0.836848 4.383861 1.281321  -1.180
Si2 0.062241 1.174578 -0.178591  0.204
Si3 -1.155331 1.728277 -2.084968  0.690
C8 -1.583442 3.532776 -2.432982  -1.104
C9 -2.807236 0.799067 -2.064738  -1.059
C10 -0.230944 1.105345 -3.606107  -1.080
Si4 2.104331 2.281078 -0.457872  0.148
C11 2.130543 4.115677 -0.891147  -1.141
C12 3.171144 2.153419 1.112270  -1.203
C13 3.089529 1.430768 -1.832205  -1.196
H14 -0.506008 3.003251 3.892339  0.398
H15 0.857328 2.117590 3.210934  0.223
H16 -0.618044 1.263232 3.683202  0.303
H17 -3.228243 2.751559 2.473014  0.445
H18 -2.994402 1.088985 1.946936  0.268
H19 -3.340821 2.352772 0.757387  0.268
H20 -1.532378 4.894163 1.954836  0.394
H21 -1.063764 4.689591 0.256417  0.298
H22 0.171895 4.738312 1.510368  0.275
H23 -2.260891 3.945037 -1.678889  0.260
H24 -2.071625 3.620010 -3.408920  0.378
H25 -0.686239 4.158206 -2.446496  0.251
H26 -3.383042 1.006071 -1.157746  0.284
H27 -2.644859 -0.282799 -2.125687  0.102
H28 -3.423682 1.090974 -2.920863  0.431
H29 0.668660 1.702454 -3.783228  0.239
H30 -0.856969 1.169242 -4.502028  0.399
H31 0.079811 0.064901 -3.470155  0.148
H32 1.733322 4.726247 -0.077000  0.279
H33 1.526162 4.322617 -1.778897  0.233
H34 3.154285 4.444153 -1.094789  0.405
H35 2.654067 2.600942 1.965647  0.256
H36 4.108708 2.701041 0.973672  0.463
H37 3.439271 1.128129 1.393903  0.302
H38 2.663648 1.687998 -2.806450  0.323
H39 3.061305 0.338759 -1.752024  0.254
H40 4.136768 1.748277 -1.829667  0.438
C14 -0.166078 -4.031007 -3.491038  -0.858
N4 -0.116013 -4.255523 -2.051447  0.200
C15 -0.130769 -5.508847 -1.486408  -0.084
C16 -0.081488 -5.692855 -0.158667  -1.187
C17 -0.009516 -4.535381 0.733887  0.855
O1 0.038865 -4.633086 1.957614  -0.676
N5 -0.007712 -3.306774 0.113966  -0.021
C18 -0.050379 -3.162998 -1.220949  0.022
O2 -0.030323 -1.997828 -1.671057  -0.563
H41 -0.199100 -4.995326 -3.991784  0.343
H42 0.711849 -3.479175 -3.820952  0.277
H43 -1.048784 -3.452614 -3.757475  0.276
H44 -0.183592 -6.332830 -2.185630  0.341
H45 -0.091857 -6.680947 0.275309  0.463

Forces on atoms 1 to 2 (eV/Å):
Be 0.0 0.1 0.1
N 0.1 -0.1 0.1

Computed properties:
total charge = 0
relative energy (zero: lowest compared OMol25 entry of this formula, charge and spin) = 65.10 kJ/mol
orbital gap = 6.84 eV

=====

# 3
DFT (ωB97M-V/def2-TZVPD) results for the ion C3H11N4 with charge +1 at a distorted geometry.

Last column: Mulliken charge in e.
Atoms and positions in Å:
C1 2.683710 -0.452849 -0.123786  -0.890
N1 1.348469 -0.062149 -0.547512  -0.369
C2 0.338354 0.310364 0.796017  -0.566
N2 -0.982126 0.288065 0.406842  0.154
N3 -1.730861 -0.861380 0.368761  -0.674
C3 -2.940165 -0.777277 -0.011118  0.090
N4 -3.558187 0.478841 -0.341028  -0.590
H1 3.243991 -0.248642 -0.978287  0.370
H2 2.927727 0.166797 0.612277  0.438
H3 2.607860 -1.507242 0.340805  0.310
H4 1.157113 0.748841 -1.126788  0.358
H5 0.868897 -0.911576 -0.925543  0.367
H6 0.785098 -0.451829 1.437856  0.403
H7 0.697039 1.372706 1.004650  0.374
H8 -1.493837 1.179494 0.350073  0.347
H9 -3.535077 -1.678010 -0.160906  0.357
H10 -4.559277 0.433234 -0.709615  0.293
H11 -3.029226 1.002588 -1.042235  0.229

Forces on atoms 1 to 2 (eV/Å):
C -2.0 -2.9 -1.0
N -3.6 -1.3 1.1

Computed properties:
total charge = +1
relative energy (zero: lowest compared OMol25 entry of this formula, charge and spin) = 281.10 kJ/mol
orbital gap = 9.59 eV
SMILES = C[NH2+]CN/N=C\N

=====

# 4
DFT (ωB97M-V/def2-TZVPD) results for an isolated molecule of C6H6O at a distorted geometry.

Last column: Mulliken charge in e.
Atoms and positions in Å:
C1 1.372247 0.176804 0.611809  -0.375
C2 0.335031 0.796679 1.142443  -0.535
C3 -1.068007 0.627768 0.600015  0.027
O1 -1.634674 -0.672891 0.708478  -0.426
C4 -1.169357 -0.194446 -0.595272  0.035
C5 0.020479 -0.934783 -1.135998  -0.712
C6 1.250365 -0.706271 -0.554160  -0.350
H1 2.313759 0.365075 1.060249  0.377
H2 0.518906 1.535206 1.912725  0.344
H3 -1.886085 1.368207 0.685199  0.384
H4 -1.904613 0.136209 -1.240501  0.490
H5 -0.159981 -1.286991 -2.193538  0.280
H6 2.011929 -1.210564 -1.001449  0.461

Forces on atoms 1 to 2 (eV/Å):
C -0.1 -1.1 -0.9
C -1.9 1.1 0.1

Computed properties:
total charge = 0
relative energy (zero: lowest compared OMol25 entry of this formula, charge and spin) = 240.41 kJ/mol
orbital gap = 9.44 eV
SMILES = C1=C[C@@H]2O[C@@H]2C=C1

=====

Number 1: calculated total energy -9495.6109 Ha, molar mass 762.7 g mol⁻¹. Number 2: calculated total energy -2310.0671 Ha, molar mass 484.9 g mol⁻¹. Number 3: calculated total energy -339.6126 Ha, molar mass 103.1 g mol⁻¹. Number 4: calculated total energy -307.3719 Ha, molar mass 94.1 g mol⁻¹.